one.
Computed, not measured: an isolated molecule of C11H18O, with ωB97M-V/def2-TZVPD.

HOMO-LUMO gap = 0.3180 Ha
E_LUMO = 0.4 eV
structure (SMILES) = CC(C)(C)c1c(C(C)(C)C)c1=O

```
30
Properties=species:S:1:pos:R:3:nbo_charge:R:1
O -1.79527 -0.72169 1.70273 -0.60
C -0.63847 -3.12905 -0.72274 -0.61
C 0.43341 0.06273 1.15649 0.04
C -1.64230 -0.88842 -1.39465 -0.60
C 1.83098 1.69126 0.21103 -0.59
C -0.32334 -1.67285 -0.93479 -0.09
C 0.92960 -1.47642 -1.85584 -0.59
C 0.65791 2.20994 2.46862 -0.61
C 0.55104 1.58679 1.06371 -0.13
C -0.53370 -0.89076 1.68038 0.45
C -0.69925 2.08588 0.34180 -0.61
C 0.22557 -1.08604 0.39979 0.03
H 2.77129 1.40568 0.65939 0.22
H 1.51100 1.86534 3.00979 0.22
H -1.59437 1.98338 0.87406 0.23
H 1.76538 -1.69144 -1.22779 0.21
H -0.68674 3.15876 0.21794 0.22
H 1.70993 1.07725 -0.66575 0.21
H -0.99271 1.59955 -0.70940 0.21
H -1.42675 -3.25775 0.03812 0.23
H -2.41140 -1.68531 -1.68396 0.22
H -2.06672 -0.22715 -0.71028 0.23
H -1.34484 -0.16806 -2.21990 0.21
H 1.88589 2.77519 -0.09188 0.21
H -0.26064 2.08649 3.14517 0.23
H 0.25090 -3.70336 -0.56627 0.21
H 1.09694 -0.53068 -2.31684 0.21
H 0.92422 -2.08963 -2.61818 0.20
H -1.16521 -3.53754 -1.59133 0.21
H 1.03764 3.16791 2.34055 0.21
```



two.
Computed, not measured: a 2-piece molecular cluster, C11H18O overall, with ωB97M-V/def2-TZVPD.

HOMO-LUMO gap = 0.3371 Ha
E_LUMO = 0.8 eV
structure (SMILES) = Cc1ccc(O)cc1.CC(C)C

```
30
Properties=species:S:1:pos:R:3:nbo_charge:R:1
O 2.72859 3.81628 0.79884 -0.69
C 2.69405 0.48458 -0.67473 -0.20
C 2.49864 2.77141 -0.05907 0.29
C -1.05999 -2.36254 0.82359 -0.63
C 1.70125 3.03002 -1.16420 -0.26
C 3.13963 1.55579 0.10677 -0.28
C -3.08736 -1.03858 0.03055 -0.60
C -2.46842 -1.86814 1.16230 -0.23
C 1.20068 1.94457 -1.86502 -0.19
C -2.46525 -1.06768 2.46851 -0.60
C 1.05980 -0.51887 -2.34628 -0.63
C 1.71029 0.66324 -1.63272 -0.03
H 2.92568 3.55250 1.69478 0.48
H -0.62956 -2.44742 -0.16546 0.22
H 0.42642 2.06263 -2.61363 0.21
H -2.34230 -0.59955 -0.63311 0.20
H -3.07072 -2.76203 1.33000 0.20
H -1.57653 -0.44344 2.57248 0.20
H -3.68853 -0.23140 0.39928 0.20
H 3.12165 -0.51188 -0.61764 0.21
H 1.30968 4.03379 -1.27650 0.23
H -3.73229 -1.62611 -0.62652 0.21
H 3.83936 1.38157 0.91417 0.21
H -0.83687 -3.32727 1.28195 0.21
H 0.71776 -1.19720 -1.58240 0.21
H 0.18798 -0.17283 -2.88559 0.22
H 1.85810 -1.03029 -2.88276 0.22
H -0.35775 -1.86935 1.51399 0.21
H -2.44167 -1.75519 3.31614 0.20
H -3.36235 -0.46659 2.61228 0.21
```



Most stable structure: two



one.
Computed, not measured: an isolated ion of composition C2H7N4 and charge +1, with ωB97M-V/def2-TZVPD.

HOMO-LUMO gap = 0.3724 Ha
E_LUMO = -4.6 eV
charge = +1
structure (SMILES) = [H]/N=C/[N+](N)=C/N

```
13
Properties=species:S:1:pos:R:3:nbo_charge:R:1
N -0.22662 -1.26557 0.52069 -0.67
N 0.78364 -0.89492 -1.84162 -0.67
N -0.11989 0.10381 0.07081 -0.24
N -0.43312 1.01102 2.21140 -0.59
C -0.38318 1.20132 0.99828 0.27
C 0.33862 0.21651 -1.21530 0.40
H 1.18709 -0.64281 -2.71784 0.42
H -0.45765 2.12307 0.52233 0.18
H 0.07168 -1.41099 1.54528 0.43
H 0.13956 1.09760 -1.78813 0.25
H 1.04614 -1.75587 -1.51693 0.45
H -1.18552 -1.54213 0.36829 0.39
H -0.76074 1.75894 2.84273 0.41
```



two.
Computed, not measured: C2H7N4 as an isolated structure, with ωB97M-V/def2-TZVPD.

HOMO-LUMO gap = 0.3704 Ha
E_LUMO = -4.0 eV
charge = +1

```
13
Properties=species:S:1:pos:R:3:nbo_charge:R:1
N 0.51265 -1.71365 0.69713 -0.13
N -1.07324 -0.89247 -0.53340 -0.46
N -0.55960 -1.79084 0.17084 0.09
N -0.62192 1.27496 0.36153 -0.73
C 1.21078 -0.51787 0.23188 -0.40
C 0.24320 0.40986 -0.38257 -0.01
H 1.75407 -0.06955 1.18462 0.26
H 2.07252 -0.78369 -0.47651 0.28
H -1.20543 0.46733 0.74183 0.49
H -0.20339 1.76769 1.15474 0.45
H 0.41791 0.77835 -1.44193 0.26
H -0.96418 1.97588 -0.31778 0.47
H -1.58337 -0.90600 -1.39039 0.44
```



Most stable structure: one



one.
Computed, not measured: a 2-piece molecular cluster, C4H13FSi2 overall, with ωB97M-V/def2-TZVPD.

HOMO-LUMO gap = 0.2875 Ha
E_LUMO = -0.6 eV

```
20
Properties=species:S:1:pos:R:3:nbo_charge:R:1
Si -1.18221 0.39148 0.18507 1.03
Si 2.16969 0.17512 0.09156 1.73
F 3.71732 0.18302 0.59356 -0.66
C 1.94240 1.46726 -1.20370 -1.18
C -2.70782 1.36883 0.89702 -1.21
C -2.05881 -1.37473 0.34618 -1.17
C 1.87784 -1.63504 -0.32355 -1.17
H 2.75052 -2.22596 -0.64323 0.26
H -2.84528 -1.28000 1.07641 0.22
H -2.86228 1.68524 1.89620 0.25
H 1.46669 1.00063 -2.07336 0.24
H 1.32133 -2.20527 0.54061 0.25
H 1.00814 -1.69928 -1.14061 0.24
H 3.01992 1.72125 -1.44190 0.25
H -2.62332 -1.68417 -0.60701 0.25
H -3.68129 0.71552 0.66792 0.22
H 1.37436 2.39921 -0.91785 0.26
H 1.54677 0.80888 1.24145 -0.25
H -2.87332 2.28138 0.25521 0.23
H -1.36065 -2.09336 0.56002 0.22
```



two.
Computed, not measured: a 2-piece molecular cluster, C4H13FSi2 overall, with ωB97M-V/def2-TZVPD.

HOMO-LUMO gap (alpha / beta) = 0.2895 / 0.2575 Ha
E_LUMO (alpha / beta) = -0.3 / -0.2 eV

```
20
Properties=species:S:1:pos:R:3:nbo_charge:R:1
Si -1.43901 -0.31249 -0.14761 1.52
Si 0.77308 -0.94296 0.20525 0.55
F -2.29303 -1.04643 -1.36726 -0.65
C -2.41978 -0.72018 1.39243 -1.13
C 2.36360 1.60833 0.33442 -0.68
C -1.41839 1.53850 -0.50940 -1.15
C 1.99677 -1.68552 -1.17944 -1.00
H 2.60893 1.19582 1.31421 0.19
H -2.05168 -0.27441 2.25704 0.24
H -2.46520 -1.83320 1.55206 0.25
H -1.71511 1.57515 -1.64572 0.25
H 1.49117 2.18840 0.18838 0.17
H 2.80449 -1.04832 -1.13915 0.23
H 2.26852 -2.62144 -0.85351 0.23
H 1.46596 -1.50878 -2.13343 0.24
H -3.52366 -0.31056 1.12202 0.24
H -2.17427 2.16395 -0.03472 0.25
H 3.03064 1.44680 -0.45754 0.18
H -0.39260 1.94716 -0.42228 0.25
H 1.08957 -1.35981 1.52424 -0.17
```



Most stable structure: one



one.
Computed, not measured: a 2-piece molecular cluster, C2H11N2O overall, with ωB97M-V/def2-TZVPD.

HOMO-LUMO gap = 0.3624 Ha
E_LUMO = -3.3 eV
charge = +1

```
16
Properties=species:S:1:pos:R:3:nbo_charge:R:1
O 2.08744 -2.17726 0.96778 -0.96
N -0.24854 -1.04369 0.32806 -0.71
N -0.97062 2.44486 -0.77241 -0.83
C -1.28602 1.01285 -0.58697 -0.24
C 0.03608 0.34925 -0.19537 -0.24
H 2.03969 -3.13066 1.08893 0.51
H 0.69291 -1.43976 0.68618 0.48
H 0.87441 0.35205 -0.90321 0.23
H -1.84956 0.55408 -1.39466 0.19
H -0.44616 2.63529 -1.61358 0.37
H 0.41682 0.95701 0.61878 0.24
H -1.91909 1.00564 0.29892 0.20
H -0.59161 -1.67975 -0.38736 0.43
H 2.97224 -1.93363 1.30320 0.52
H -0.88550 -1.03221 1.12004 0.43
H -1.83287 2.96702 -0.72326 0.38
```



two.
Computed, not measured: a 2-piece molecular cluster, C2H11N2O overall, with ωB97M-V/def2-TZVPD.

HOMO-LUMO gap = 0.4132 Ha
E_LUMO = -3.0 eV
charge = +1

```
16
Properties=species:S:1:pos:R:3:nbo_charge:R:1
O -2.74233 0.23607 -0.14614 -0.98
N 1.00959 -0.20927 1.50759 -0.87
N -0.23564 -0.80583 -0.81182 -0.70
C 0.99619 0.04327 -0.92052 -0.23
C 1.16711 0.76429 0.43355 -0.25
H -1.10648 -0.24914 -0.78070 0.47
H -0.15765 -1.23558 0.08634 0.45
H -3.03375 0.11789 0.76703 0.50
H 1.89110 -0.67786 1.67858 0.38
H 0.84628 0.75034 -1.71689 0.23
H 2.14214 1.24012 0.42462 0.21
H 0.45222 1.58813 0.46762 0.21
H 0.76978 0.24756 2.37607 0.39
H -3.52422 0.28975 -0.70737 0.51
H -0.32779 -1.52266 -1.52868 0.43
H 1.85346 -0.57709 -1.12928 0.22
```



Most stable structure: two



one.
Computed, not measured: a 2-piece molecular cluster, C2H11N2O overall, with ωB97M-V/def2-TZVPD.

HOMO-LUMO gap = 0.4215 Ha
E_LUMO = -3.1 eV
charge = +1

```
16
Properties=species:S:1:pos:R:3:nbo_charge:R:1
O 0.14969 0.48779 1.73264 -0.75
N 0.94726 -0.91325 -0.56143 -0.72
N -1.31076 0.61192 -0.13329 -0.88
C -0.69771 1.33808 1.00943 0.07
C 0.87550 -1.43566 -1.94180 -0.45
H 0.81451 -0.65580 -2.71000 0.24
H 0.04617 0.60320 2.67716 0.51
H -0.08926 -1.96250 -1.98593 0.23
H 0.27034 -0.09059 -0.37113 0.47
H -1.42713 1.93732 1.55951 0.19
H -0.02884 2.05513 0.49617 0.16
H 0.54701 -1.49016 0.18029 0.44
H 1.90235 -0.66926 -0.29940 0.43
H -2.06093 -0.00085 0.15975 0.40
H -1.49916 1.29103 -0.85736 0.40
H 1.59611 -2.14173 -2.34583 0.25
```



two.
Computed, not measured: a 2-piece molecular cluster, C2H11N2O overall, with ωB97M-V/def2-TZVPD.

HOMO-LUMO gap = 0.4233 Ha
E_LUMO = -3.1 eV
charge = +1

```
16
Properties=species:S:1:pos:R:3:nbo_charge:R:1
O -1.34634 0.81679 -0.47851 -0.75
N -0.36763 -1.18971 -0.97641 -0.86
N 1.49571 0.13416 0.55264 -0.71
C -1.31525 -0.18296 -1.46401 0.09
C 0.86647 0.73263 1.78011 -0.41
H 0.07890 0.07662 2.11317 0.22
H -0.87254 0.22242 -2.37724 0.17
H -0.09034 -1.79954 -1.74186 0.40
H 2.00263 0.84924 0.04598 0.43
H 1.59790 0.83746 2.55924 0.23
H 2.11166 -0.63057 0.80671 0.42
H -0.78231 -1.76342 -0.25482 0.38
H 0.43604 1.68140 1.49535 0.24
H 0.73805 -0.33748 -0.06826 0.46
H -2.31412 -0.61581 -1.62411 0.17
H -2.23882 1.16878 -0.36799 0.50
```



Most stable structure: two



one.
Computed, not measured: a 2-piece molecular cluster, C6H17N2O overall, with ωB97M-V/def2-TZVPD.

HOMO-LUMO gap = 0.3029 Ha
E_LUMO = -3.4 eV
charge = +1

```
26
Properties=species:S:1:pos:R:3:nbo_charge:R:1
O 3.12429 1.10161 -0.66337 -0.61
N -2.56982 0.13262 -0.52177 -0.67
N 1.32324 0.04468 0.00745 -0.33
C 2.62434 0.07682 -0.02901 0.70
C 0.46398 -0.98088 0.54536 -0.41
C -3.23900 1.43250 -0.31329 -0.43
C 3.84570 -1.26209 0.28138 -0.61
C 0.67772 1.32240 -0.24135 -0.47
C -2.94646 -1.01374 0.34294 -0.42
H 3.73044 -1.97754 -0.52704 0.25
H 4.07667 1.01238 -0.67686 0.52
H 4.81282 -0.70334 0.27215 0.23
H -3.25691 1.78623 0.77022 0.21
H -2.81459 -0.67403 1.39539 0.20
H -4.20094 1.20070 -0.78031 0.20
H 3.67851 -1.74896 1.26577 0.25
H -0.45529 -0.84970 0.15300 0.25
H 0.90221 -1.97205 0.41828 0.23
H -0.46270 1.16529 -0.32769 0.28
H 0.90979 1.68379 -1.34364 0.25
H 0.97365 1.89365 0.56689 0.22
H -2.29272 -1.84293 0.14052 0.19
H 0.37723 -0.71368 1.65259 0.22
H -2.72932 -0.16546 -1.42695 0.35
H -2.65948 2.26039 -0.93741 0.20
H -3.89336 -1.20867 -0.02325 0.20
```



two.
Computed, not measured: a 2-piece molecular cluster, C6H17N2O overall, with ωB97M-V/def2-TZVPD.

HOMO-LUMO gap = 0.3276 Ha
E_LUMO = -3.0 eV
charge = +1

```
26
Properties=species:S:1:pos:R:3:nbo_charge:R:1
O 2.55255 1.23353 0.10300 -0.97
N -1.26706 1.18752 0.82162 -0.61
N 1.02540 -0.92888 -1.41013 -0.68
C -1.88425 0.19210 -1.30216 -0.53
C -1.40481 0.10181 -0.06355 0.20
C -2.24286 2.28074 0.79153 -0.43
C -0.62592 -1.10076 0.43119 -0.46
C 1.79162 -1.94717 0.75202 -0.65
C 0.84730 -0.93975 0.09385 -0.06
H 2.73359 -2.02968 0.19894 0.22
H 2.11111 2.08223 0.23550 0.49
H -2.78372 2.32933 -0.15297 0.21
H -1.67910 3.19509 0.95212 0.21
H -2.42021 1.02994 -1.71830 0.23
H -1.20856 0.79583 1.75394 0.37
H 1.61752 -1.69998 -1.71588 0.44
H -3.09825 2.18787 1.46350 0.21
H 2.22862 -1.43626 1.61179 0.26
H 0.14315 -1.23563 -1.83351 0.44
H -1.83715 -0.66927 -1.95831 0.19
H -0.79090 -1.21644 1.49792 0.25
H 1.29975 -2.89858 0.92473 0.23
H -1.00231 -2.02869 -0.01809 0.22
H 1.30887 -0.02946 -1.79261 0.46
H 3.44843 1.50935 -0.11966 0.49
H 1.13720 0.03520 0.45351 0.27
```



Most stable structure: two